[1]
61
Properties=species:S:1:pos:R:3:forces:R:3 method="wB97M-V/def2-TZVPD" spin_multiplicity=2 energy_ha=-2922.9530 homo_lumo_gap_ev="8.4 / 8.3" homo_energy_ev="-16.6 / -16.5" total_charge=+3 largest_force_ev_per_a=0.788
Mn 0.048 -0.019 0.497 -0.4 0.6 -0.1
C -1.282 2.586 1.368 -0.2 0.0 0.1
C -0.329 3.030 0.297 0.0 0.2 -0.2
N 0.057 1.875 -0.543 0.3 -0.4 -0.3
C 1.422 2.046 -1.096 0.0 0.2 0.0
C 2.474 2.029 0.003 0.2 0.0 0.0
S 2.155 0.835 1.343 -0.2 -0.4 0.1
C 1.552 1.872 2.706 0.1 0.1 0.1
C 0.141 1.496 3.114 -0.1 0.1 0.0
N -0.816 1.332 1.983 0.2 -0.4 0.3
H -1.429 3.372 2.112 0.0 0.0 0.0
H -2.255 2.384 0.912 0.0 0.0 0.0
H -0.798 3.808 -0.307 0.1 0.1 0.0
H 0.567 3.472 0.722 0.0 0.0 0.0
H -0.573 1.837 -1.337 0.0 0.0 -0.1
H 1.592 1.206 -1.755 0.0 0.0 -0.1
H 1.515 2.969 -1.676 -0.1 0.1 0.1
H 3.427 1.743 -0.442 0.0 0.0 0.1
H 2.634 2.992 0.487 0.0 0.0 -0.1
H 2.207 1.695 3.557 0.0 0.0 0.0
H 1.668 2.921 2.438 -0.1 0.0 0.0
H 0.174 0.537 3.634 0.0 0.0 0.0
H -0.230 2.233 3.832 0.0 0.0 0.0
H -1.628 0.901 2.410 0.0 0.0 0.0
N -4.914 -0.114 0.844 0.1 -0.1 0.0
C -3.519 -0.696 0.644 -0.1 -0.1 0.0
C -3.216 -1.648 1.791 0.0 0.1 0.1
C -1.912 -2.429 1.597 0.0 0.1 0.0
N -0.686 -1.590 1.788 0.5 -0.2 -0.2
C -1.891 -3.097 0.231 -0.1 -0.1 0.0
C -2.150 -2.120 -0.908 0.1 -0.1 0.0
N -0.981 -1.208 -1.027 -0.3 0.3 0.2
C -3.474 -1.385 -0.708 0.1 0.1 0.0
H -5.008 0.394 1.726 0.0 0.0 0.1
H -5.613 -0.862 0.859 0.0 -0.1 0.0
H -5.179 0.520 0.087 0.0 0.1 0.0
H -2.829 0.146 0.656 0.0 0.2 0.0
H -4.010 -2.401 1.855 0.0 0.1 0.0
H -3.210 -1.115 2.749 0.0 -0.1 0.0
H -1.909 -3.201 2.366 0.1 -0.1 0.0
H 0.106 -2.218 1.631 0.0 -0.2 0.2
H -0.600 -1.353 2.773 -0.1 0.0 0.0
H -2.660 -3.871 0.209 0.0 0.0 0.0
H -0.941 -3.619 0.076 0.0 0.0 0.0
H -2.242 -2.691 -1.832 0.0 0.0 -0.1
H -1.023 -0.691 -1.901 -0.1 0.0 -0.1
H -0.183 -1.825 -1.183 0.0 0.0 -0.2
H -4.267 -2.140 -0.767 0.0 0.1 0.0
H -3.651 -0.667 -1.515 0.0 -0.1 0.0
S 1.977 -1.250 -1.367 0.3 -0.1 -0.1
C 3.394 -0.929 -2.297 0.1 -0.1 0.2
N 4.553 -1.532 -2.093 0.1 0.0 0.1
C 5.594 -1.139 -3.059 -0.2 0.0 0.0
C 4.837 -0.135 -3.959 -0.1 -0.1 0.1
N 3.506 -0.079 -3.318 0.0 0.1 0.0
H 4.678 -2.208 -1.358 0.0 0.0 0.0
H 5.945 -2.007 -3.608 0.0 0.0 0.0
H 6.438 -0.685 -2.547 0.0 0.0 0.0
H 4.749 -0.488 -4.983 0.0 0.0 0.0
H 5.299 0.847 -3.966 0.0 0.0 0.0
H 2.699 0.334 -3.752 0.0 0.0 -0.1

[2]
73
Properties=species:S:1:pos:R:3:forces:R:3 method="wB97M-V/def2-TZVPD" spin_multiplicity=6 energy_ha=-2531.0151 homo_lumo_gap_ev="11.9 / 7.2" homo_energy_ev="-18.9 / -18.9" total_charge=+3 de_lowest_kcal_mol=0.00 largest_force_ev_per_a=1.894
Fe -22.363 12.696 18.052 -0.1 0.3 -0.2
C -18.566 13.045 14.410 0.6 -0.2 -0.1
C -18.955 14.490 14.143 0.4 -0.3 0.4
C -20.459 14.732 14.266 0.0 0.1 0.1
C -20.997 14.247 15.543 -0.1 0.4 -0.2
N -21.484 13.870 16.513 0.0 -0.5 0.2
H -18.853 12.387 13.588 -0.1 0.1 0.0
H -18.955 12.606 15.331 -0.2 0.2 0.1
H -17.480 12.982 14.497 0.0 -0.1 -0.1
H -18.578 14.769 13.160 -0.4 0.1 -0.1
H -18.440 15.174 14.821 -0.1 -0.1 0.2
H -21.050 14.203 13.514 0.1 0.1 -0.2
H -20.642 15.805 14.184 -0.4 0.0 0.1
C -21.312 17.485 20.926 0.6 -0.3 -1.0
C -19.950 16.855 20.548 -0.5 0.0 0.7
C -19.931 15.359 20.963 0.5 0.1 -0.1
C -20.869 14.599 20.146 0.0 0.0 0.4
N -21.610 14.011 19.493 0.3 -0.2 -0.3
H -21.417 17.602 22.001 0.0 0.1 0.0
H -22.135 16.876 20.543 -0.1 0.0 0.1
H -21.376 18.434 20.396 -0.2 0.2 0.4
H -19.168 17.393 21.081 0.1 -0.3 0.1
H -19.710 16.960 19.491 -0.2 -0.1 -0.1
H -20.142 15.218 22.025 -0.5 0.1 -0.1
H -18.953 14.875 20.868 0.0 0.1 -0.4
C -24.430 7.665 20.251 -0.2 0.1 -0.1
C -23.510 8.350 21.238 0.0 0.5 -0.1
C -23.876 9.852 21.452 1.1 -0.5 0.7
C -23.424 10.728 20.397 -0.6 0.3 -0.5
N -23.057 11.458 19.587 0.0 -0.1 0.1
H -24.369 8.130 19.263 0.0 0.1 0.0
H -25.457 7.752 20.608 -0.1 -0.2 -0.2
H -24.191 6.613 20.113 0.0 0.0 0.2
H -22.472 8.297 20.908 0.0 -0.1 0.2
H -23.587 7.910 22.230 0.1 -0.2 -0.1
H -23.267 10.209 22.295 -0.2 0.0 0.2
H -24.916 9.992 21.742 -0.1 0.2 -0.4
C -17.341 10.319 16.757 0.9 0.4 1.6
C -17.443 9.854 18.231 -0.8 0.1 -0.8
C -18.303 10.820 19.119 0.4 -1.3 0.1
C -19.586 11.184 18.556 -0.2 0.3 -0.2
N -20.606 11.499 18.121 0.2 0.3 0.3
H -16.843 11.289 16.836 -0.2 0.2 -0.6
H -18.329 10.401 16.316 0.0 0.0 -0.2
H -16.681 9.670 16.189 -0.2 -0.1 -0.1
H -16.491 9.780 18.750 0.1 0.0 -0.2
H -17.908 8.868 18.247 0.0 0.0 0.2
H -17.750 11.704 19.430 -0.1 0.2 -0.2
H -18.501 10.211 20.006 -0.2 0.4 0.2
C -24.973 10.194 13.262 -0.3 -1.1 0.9
C -25.477 9.659 14.590 0.2 -0.4 1.4
C -24.353 9.283 15.634 -0.7 0.4 0.0
C -23.701 10.440 16.235 0.4 0.1 -0.6
N -23.193 11.370 16.685 -0.2 -0.2 0.2
H -25.831 10.211 12.595 0.2 0.6 -0.2
H -24.297 9.433 12.868 0.2 0.3 -0.2
H -24.464 11.138 13.441 -0.1 0.2 -0.6
H -26.031 8.723 14.501 0.0 0.0 -0.3
H -26.155 10.314 15.143 -0.1 0.3 -0.4
H -23.628 8.585 15.216 0.2 0.1 0.1
H -24.838 8.816 16.499 0.0 -0.3 -0.1
C -25.815 16.759 16.403 -0.1 0.4 -0.1
C -26.874 15.738 16.777 0.2 -0.3 0.1
C -26.537 14.823 18.001 -0.8 1.2 -0.4
C -25.227 14.241 17.956 0.4 -0.3 0.0
N -24.154 13.827 17.957 0.2 -0.4 0.0
H -26.149 17.239 15.483 0.2 0.0 0.0
H -24.807 16.370 16.251 -0.1 -0.3 -0.2
H -25.714 17.557 17.141 -0.2 -0.1 0.1
H -27.153 15.087 15.947 0.3 0.1 -0.1
H -27.793 16.260 17.039 0.0 0.0 0.1
H -27.342 14.091 18.049 0.3 -0.3 0.4
H -26.559 15.464 18.887 0.0 -0.2 0.2

[3]
93
Properties=species:S:1:pos:R:3:forces:R:3 method="wB97M-V/def2-TZVPD" spin_multiplicity=4 energy_ha=-6618.6756 homo_lumo_gap_ev="5.1 / 5.8" homo_energy_ev="-7.5 / -9.8" total_charge=+1 de_lowest_kcal_mol=0.00 largest_force_ev_per_a=0.538
Co -0.290 0.329 1.637 -0.1 0.4 0.0
N -0.152 2.973 -1.696 0.1 0.1 -0.1
C -0.581 2.067 -0.791 -0.1 0.1 -0.1
N 0.141 1.595 0.156 0.4 -0.3 0.1
C 1.491 2.033 0.299 -0.1 0.1 -0.2
N 2.188 1.601 1.314 -0.3 -0.2 0.1
N 1.462 0.811 2.106 0.2 0.1 -0.1
C 2.013 0.140 3.117 -0.2 -0.1 0.0
C 1.100 -0.692 3.815 0.1 0.1 -0.1
C 1.448 -1.528 4.892 0.0 0.0 0.1
C 0.479 -2.280 5.503 0.0 0.0 0.0
C -0.853 -2.180 5.075 0.0 0.0 0.0
C -1.129 -1.356 4.010 0.0 0.1 0.0
N -0.194 -0.650 3.364 0.1 -0.1 -0.1
C 2.043 2.930 -0.709 -0.1 -0.1 0.1
C 3.376 3.340 -0.725 0.1 0.0 0.0
C 3.841 4.186 -1.719 0.0 0.0 0.0
C 2.985 4.631 -2.720 0.0 0.0 0.0
C 1.658 4.230 -2.724 0.0 0.0 0.0
C 1.200 3.392 -1.724 -0.2 0.0 0.0
H -0.770 3.258 -2.437 0.0 0.0 0.0
H -1.615 1.756 -0.865 0.0 -0.1 -0.1
H 3.065 0.226 3.350 0.0 0.0 0.0
H 2.480 -1.569 5.215 0.0 0.0 0.0
H 0.740 -2.942 6.320 0.0 0.0 0.0
H -1.647 -2.733 5.554 0.0 0.0 0.0
H -2.144 -1.241 3.649 0.0 0.0 0.0
H 4.032 2.980 0.057 0.0 0.0 0.0
H 4.876 4.502 -1.714 0.0 0.0 0.0
H 3.347 5.292 -3.496 0.0 0.0 0.0
H 0.983 4.570 -3.502 0.0 0.0 0.0
Cl 1.504 -4.241 1.296 0.0 0.0 0.1
C -0.140 -3.705 1.290 0.0 -0.1 0.2
C -1.161 -4.629 1.596 0.3 0.0 0.0
C -2.465 -4.250 1.572 -0.2 0.1 0.0
Cl -3.708 -5.413 1.906 0.0 0.0 0.0
C -2.817 -2.895 1.328 -0.1 -0.1 0.0
C -4.138 -2.392 1.342 0.0 -0.1 0.1
C -4.353 -1.052 1.199 0.0 0.1 0.0
C -3.246 -0.190 1.108 0.0 0.1 0.0
N -2.009 -0.622 1.059 0.2 -0.4 0.1
C -1.779 -1.978 1.100 0.0 0.2 -0.1
C -0.409 -2.394 0.976 -0.1 0.3 0.0
O 0.494 -1.509 0.588 -0.3 -0.4 -0.2
H -0.899 -5.652 1.827 0.0 0.0 0.0
H -4.964 -3.074 1.496 0.0 0.0 0.0
H -5.353 -0.641 1.200 0.0 0.0 0.0
H -3.370 0.886 1.117 0.0 0.0 0.1
C -0.046 -0.798 -4.931 0.0 0.1 0.0
C -0.422 -0.214 -3.571 -0.2 0.0 -0.1
C -1.940 -0.063 -3.456 0.1 0.0 -0.1
Sb 0.347 -1.409 -1.914 0.1 -0.1 0.2
C 2.387 -0.776 -1.767 0.0 -0.1 0.0
C 3.037 -0.510 -3.121 0.1 0.1 0.1
C 3.193 -1.734 -0.891 0.1 0.1 0.0
C 0.229 -3.370 -2.838 0.1 -0.1 0.2
C 1.457 -3.678 -3.691 -0.1 -0.1 0.0
C -0.042 -4.479 -1.830 0.0 -0.1 -0.2
H -0.407 -0.128 -5.718 0.0 0.0 0.0
H -0.514 -1.769 -5.099 0.0 0.0 0.0
H 1.028 -0.907 -5.065 0.0 0.0 0.0
H 0.074 0.749 -3.439 0.0 0.1 0.0
H -2.438 -1.009 -3.685 0.0 0.0 0.0
H -2.310 0.674 -4.175 0.0 0.0 0.0
H -2.273 0.236 -2.464 0.0 0.1 0.1
H 2.281 0.172 -1.235 0.0 0.0 0.0
H 3.195 -1.426 -3.690 0.0 0.0 0.0
H 4.018 -0.055 -2.953 0.0 0.0 0.0
H 2.465 0.188 -3.734 0.0 0.0 0.0
H 3.320 -2.710 -1.365 0.0 0.0 0.0
H 2.722 -1.886 0.077 0.0 0.0 0.0
H 4.190 -1.315 -0.725 0.0 0.0 0.0
H -0.655 -3.242 -3.467 0.0 0.0 -0.1
H 2.352 -3.779 -3.078 0.0 0.0 0.0
H 1.647 -2.934 -4.461 0.0 0.0 0.0
H 1.299 -4.636 -4.196 0.0 0.0 0.0
H 0.798 -4.612 -1.150 0.0 0.0 0.0
H -0.186 -5.422 -2.365 0.0 0.0 0.0
H -0.937 -4.293 -1.237 0.0 0.0 0.0
C -2.901 4.214 1.118 -0.1 0.0 -0.1
As -1.679 3.638 2.474 0.2 -0.3 0.3
C -0.030 4.555 2.166 0.1 0.1 0.0
C -2.386 4.331 4.108 0.0 0.0 0.1
O -1.518 1.993 2.555 -0.2 0.1 -0.1
H -2.988 5.300 1.136 0.0 0.0 0.0
H -3.873 3.770 1.324 0.0 0.0 0.0
H -2.550 3.895 0.139 0.0 0.0 0.0
H -0.190 5.628 2.267 0.0 0.0 0.0
H 0.352 4.329 1.172 0.0 0.0 0.0
H 0.687 4.214 2.910 0.0 0.0 0.0
H -2.546 5.405 4.032 0.0 0.0 0.0
H -1.679 4.116 4.906 0.0 0.0 0.0
H -3.327 3.827 4.317 0.0 0.0 0.0

[4]
93
Properties=species:S:1:pos:R:3:forces:R:3 method="wB97M-V/def2-TZVPD" energy_ha=-1512.6789 smiles="CCCCNC1=C(CCCO)C(=O)C(CCCCCN)=CC1=O.CCCCCC.CCCCCC" homo_lumo_gap_ev=7.4 homo_energy_ev=-8.6 de_lowest_kcal_mol=251.70 largest_force_ev_per_a=8.106
C -8.143 2.033 1.612 0.8 -0.9 0.6
C -7.836 0.394 1.544 0.7 0.0 -0.7
C -6.339 0.123 0.852 -0.2 1.1 0.8
C -5.149 0.617 1.919 -1.9 -0.7 -0.4
N -3.827 0.366 1.234 1.0 1.1 2.8
C -2.686 1.165 1.814 4.0 -1.6 -1.5
C -1.289 0.759 1.378 -2.5 1.5 1.3
C -1.074 -0.485 0.333 -0.5 0.9 -0.3
C 0.475 -0.770 -0.111 -0.2 -0.9 -0.4
C 0.565 -1.244 -1.712 1.0 1.6 0.6
O 1.412 -2.441 -1.833 0.2 1.3 1.4
C -0.014 1.664 1.973 2.7 -1.7 1.6
O 1.143 1.137 2.394 -6.9 3.3 -2.8
C -0.334 3.304 2.047 -3.5 0.7 1.3
C 0.852 4.352 1.614 -1.2 -0.8 -0.9
C 1.519 3.728 0.213 0.3 0.0 0.6
C 2.039 4.882 -0.829 0.4 -0.4 -0.1
C 1.056 5.156 -2.112 0.8 0.7 -0.8
C 0.696 3.831 -3.009 -1.2 -0.6 1.9
N 0.524 4.087 -4.491 -1.2 -0.7 0.9
C -1.732 3.713 2.475 4.0 -2.7 -1.7
C -2.779 2.454 2.817 -2.1 1.8 3.7
O -3.557 2.590 3.892 4.2 -1.2 -6.6
H -7.172 2.568 1.207 -2.1 -0.8 0.9
H -8.294 2.279 2.759 0.2 -0.1 -2.6
H -9.064 2.356 0.966 1.8 -0.7 1.4
H -7.801 -0.087 2.615 -0.3 1.0 -2.1
H -8.654 -0.124 0.884 1.6 0.9 1.4
H -6.279 0.847 -0.095 0.1 -1.9 1.9
H -6.159 -0.998 0.572 -0.5 2.1 0.4
H -5.185 -0.036 2.914 -0.2 1.6 -2.0
H -5.390 1.739 2.150 1.0 -2.2 -0.3
H -3.666 -0.680 1.346 0.2 1.9 -0.3
H -1.638 -1.459 0.731 1.5 2.0 -0.7
H -1.660 -0.192 -0.665 1.0 -0.4 2.2
H 1.202 0.142 -0.019 -1.7 -1.6 0.2
H 0.876 -1.668 0.561 -0.7 2.0 -1.5
H 1.142 -0.375 -2.294 -1.4 -1.6 1.1
H -0.487 -1.324 -2.219 2.1 -0.5 1.0
H 2.176 -2.311 -1.167 -1.9 -0.2 -1.6
H 0.316 5.373 1.327 1.2 -2.1 0.9
H 1.652 4.483 2.469 -1.7 -0.3 -1.8
H 2.407 3.046 0.580 -1.7 1.3 -0.9
H 0.755 3.028 -0.337 1.3 1.4 1.1
H 3.099 4.510 -1.235 -2.3 1.0 0.8
H 2.193 5.899 -0.259 -0.2 -2.0 -1.1
H 1.648 5.905 -2.829 -1.2 -1.6 1.5
H 0.086 5.734 -1.789 1.8 -1.3 -0.5
H 1.462 2.962 -2.774 -1.3 1.9 -0.8
H -0.356 3.434 -2.607 2.2 0.6 -0.4
H -0.318 4.727 -4.561 1.3 -0.9 0.0
H 0.179 3.160 -4.884 0.6 1.6 0.5
H -2.045 4.848 2.522 0.5 -2.7 0.2
C 4.035 0.788 -1.666 0.1 0.2 0.1
C 4.137 0.961 -3.173 -0.1 -0.1 -0.1
C 4.048 -0.362 -3.939 0.0 0.0 -0.1
C 5.169 -1.366 -3.640 0.0 0.0 0.1
C 6.588 -0.853 -3.899 -0.1 -0.2 0.0
C 6.839 -0.498 -5.356 0.2 0.1 -0.1
H 4.857 0.184 -1.270 -0.1 0.0 0.0
H 4.075 1.764 -1.170 0.0 -0.1 0.0
H 3.090 0.307 -1.392 0.1 0.0 0.0
H 5.066 1.487 -3.421 -0.1 -0.1 0.0
H 3.319 1.610 -3.505 0.1 0.0 0.0
H 4.027 -0.145 -5.013 0.0 0.0 0.1
H 3.087 -0.840 -3.710 0.1 0.0 0.0
H 4.998 -2.263 -4.248 0.0 0.1 0.1
H 5.098 -1.693 -2.597 0.0 0.0 -0.1
H 7.298 -1.634 -3.603 -0.1 0.1 0.0
H 6.805 0.012 -3.266 0.0 0.0 0.0
H 6.677 -1.366 -6.003 0.0 0.1 0.0
H 7.873 -0.166 -5.489 -0.1 0.0 -0.1
H 6.188 0.312 -5.694 0.0 -0.1 0.0
C -2.594 -5.475 4.473 -0.2 -0.2 0.0
C -1.086 -5.644 4.390 0.1 0.1 0.1
C -0.344 -4.328 4.143 0.1 0.0 0.0
C -0.676 -3.630 2.818 -0.1 0.0 0.0
C -0.426 -4.468 1.560 0.0 0.2 0.1
C 1.034 -4.851 1.377 0.0 -0.2 -0.2
H -3.012 -5.094 3.536 0.0 0.0 0.1
H -3.072 -6.439 4.680 0.0 0.2 0.0
H -2.865 -4.784 5.279 0.0 0.0 -0.1
H -0.840 -6.376 3.612 0.0 0.1 0.0
H -0.730 -6.071 5.335 0.0 0.0 -0.1
H 0.734 -4.517 4.197 -0.1 0.0 0.0
H -0.569 -3.635 4.964 0.0 -0.1 -0.1
H -0.082 -2.709 2.755 0.0 0.0 0.0
H -1.724 -3.312 2.825 0.0 0.0 0.0
H -0.746 -3.887 0.688 0.0 -0.1 0.0
H -1.045 -5.368 1.571 0.0 0.0 0.0
H 1.666 -3.959 1.313 0.0 -0.1 0.1
H 1.160 -5.422 0.452 0.1 0.1 0.1
H 1.396 -5.473 2.200 0.0 0.1 0.0